Record 1
C10H11Cl3NO2Y | ωB97M-V with the def2-TZVPD basis set

The geometry in XYZ format:
```
28
Properties=species:S:1:pos:R:3
Y -0.78 0.24 0.50
Cl 5.09 0.37 4.73
Cl 2.03 1.17 0.41
Cl -0.20 0.92 5.33
O -0.21 1.06 2.36
O -0.46 -1.36 -1.37
N -1.28 -1.06 -3.47
C -2.78 0.47 -0.06
C 1.00 1.00 2.89
C 3.53 0.74 4.09
C 2.42 0.77 4.88
C 1.18 0.85 4.28
C -0.47 -0.77 -2.46
C -1.13 -0.30 -4.67
C -2.47 -1.88 -3.29
C 2.17 0.93 2.17
C 3.43 0.81 2.72
H 2.47 0.65 5.98
H -0.34 -0.78 -5.24
H -3.31 -1.48 -3.85
H -2.65 -1.98 -2.14
H 0.29 -0.05 -2.70
H -2.01 -0.25 -5.32
H -2.25 -2.86 -3.63
H -0.80 0.66 -4.35
H 4.27 0.74 2.07
H -3.61 0.42 -0.73
H -3.14 0.96 0.86
```

Properties
E_LUMO (eV): -0.08
Highest occupied orbital energy (eV): -5.857
Energy above the lowest of the compared OMol25 structures with the same formula, charge and spin (kJ/mol): 68.1
Orbital gap (eV): 5.77
Electronic energy (hartree): -2011.72659
Max |F| (eV Å⁻¹): 2.472

---

Record 2
C10H11ClF2O | ωB97M-V with the def2-TZVPD basis set

The geometry in XYZ format:
```
25
Properties=species:S:1:pos:R:3
Cl 3.73 -0.13 -0.44
F 2.23 0.63 1.52
F 2.06 1.71 -0.42
O 1.18 -0.81 -1.68
C -1.69 2.05 -1.33
C -0.88 0.79 1.01
C 0.93 -0.42 -0.31
C -0.26 -2.66 0.48
C 0.97 -1.64 0.57
C 2.18 0.48 0.14
C -2.34 2.20 -0.17
C -0.25 0.43 -0.19
C -0.67 1.10 -1.33
C -1.98 1.54 0.92
H 1.87 -2.23 0.45
H -1.30 -2.30 0.71
H -3.17 2.85 -0.01
H 0.91 -1.15 1.61
H -0.48 0.40 2.07
H -0.15 -3.24 -0.37
H -2.64 1.63 1.73
H -0.20 -3.28 1.42
H -0.17 0.88 -2.33
H -1.82 2.65 -2.26
H 1.92 -1.49 -1.79
```

Properties
E_LUMO (eV): 0.62
Highest occupied orbital energy (eV): -9.471
Orbital gap (eV): 10.09
Electronic energy (hartree): -1122.77119
Max |F| (eV Å⁻¹): 4.385

---

Record 3
C10H11ClKN2O2S2 | ωB97M-V with the def2-TZVPD basis set

The geometry in XYZ format:
```
29
Properties=species:S:1:pos:R:3
K 0.31 0.09 -1.96
Cl 4.28 2.08 -0.21
S 2.82 1.13 0.80
S -3.69 3.05 -0.94
O 1.93 2.08 1.35
O 3.41 0.16 1.65
N -3.32 1.61 -1.55
N -2.95 3.00 0.44
C 1.94 0.29 -0.53
C -2.34 1.80 0.53
C -0.54 -2.08 0.27
C -1.57 1.36 1.60
C -2.56 1.02 -0.63
C -1.20 -0.69 0.38
C 0.58 -2.09 -0.82
C -1.97 -0.26 -0.68
C -1.01 0.11 1.52
C 1.92 -1.31 -0.38
H -1.44 1.99 2.45
H 2.49 0.55 -1.48
H -2.10 -0.92 -1.56
H 0.86 -3.13 -0.96
H -1.29 -2.78 -0.07
H 2.13 -1.62 0.63
H -0.10 -2.43 1.19
H 2.72 -1.69 -1.00
H 0.15 -1.79 -1.79
H -0.41 -0.28 2.32
H 0.93 0.75 -0.61
```

Properties
Total charge: +1
E_LUMO (eV): -3.94
Highest occupied orbital energy (eV): -12.599
Orbital gap (eV): 8.66
Electronic energy (hartree): -2503.80757
Max |F| (eV Å⁻¹): 9.111

---

Record 4
C10H11ClP | ωB97M-V with the def2-TZVPD basis set

The geometry in XYZ format:
```
23
Properties=species:S:1:pos:R:3
Cl 2.29 -2.58 0.32
P 1.59 -1.13 -0.93
C 1.76 0.35 0.32
C -3.80 -1.18 -0.31
C 2.73 0.30 -0.60
C -3.31 -0.30 -1.25
C 1.30 0.71 1.69
C 3.84 0.90 -1.32
C -3.02 -2.04 0.42
C -1.21 -1.07 -0.53
C -1.63 -2.01 0.30
C -1.89 -0.17 -1.34
H 0.31 0.65 1.77
H 1.81 0.23 2.46
H 3.82 2.02 -1.10
H -4.82 -1.10 -0.41
H -3.62 -2.87 1.04
H 4.74 0.36 -0.96
H 1.59 1.85 1.93
H -0.93 -2.53 0.94
H -3.94 0.57 -1.69
H -1.39 0.42 -2.20
H 3.97 0.74 -2.37
```

Properties
Total charge: +1
E_LUMO (alpha / beta) (eV): -6.20 / -6.20
Highest occupied orbital energy (alpha / beta) (eV): -12.987 / -12.986
Energy above the lowest of the compared OMol25 structures with the same formula, charge and spin (kJ/mol): 199.2
Orbital gap (alpha / beta) (eV): 6.79 / 6.78
Electronic energy (hartree): -1188.74271
Max |F| (eV Å⁻¹): 6.035